Here is a 7-piece molecular cluster, C48H105N7O7 overall in a non-equilibrium geometry from OMol25. Energies are from the ωB97M-V functional and the def2-TZVPD basis.

Cartesian coordinates (Å):
C 4.709 -1.441 -1.015
C 4.355 -2.698 -1.806
C 5.481 -3.757 -1.660
C 3.000 -3.237 -1.308
C 2.164 -4.030 -2.310
C 1.996 -3.196 -3.570
C 3.319 -2.846 -4.222
C 3.931 -4.016 -4.986
C 3.022 -1.696 -5.193
N 4.235 -2.311 -3.217
O 5.386 -1.687 -3.739
H 4.678 -1.625 0.064
H 5.700 -1.066 -1.274
H 4.024 -0.620 -1.237
H 5.691 -4.268 -2.597
H 6.382 -3.369 -1.180
H 5.206 -4.549 -0.947
H 3.229 -3.920 -0.483
H 2.465 -2.414 -0.823
H 2.662 -5.002 -2.414
H 1.209 -4.309 -1.855
H 1.500 -2.263 -3.297
H 1.395 -3.760 -4.295
H 3.290 -4.328 -5.816
H 4.056 -4.893 -4.345
H 4.901 -3.781 -5.430
H 2.460 -2.067 -6.059
H 3.911 -1.226 -5.608
H 2.441 -0.916 -4.702
H 5.862 -2.392 -4.203
C -5.631 2.965 0.867
C -6.437 2.502 2.092
C -7.911 2.378 1.693
C -5.969 1.076 2.480
C -4.653 1.125 3.232
C -4.820 2.007 4.462
C -5.164 3.460 4.088
C -5.480 4.152 5.412
C -3.963 4.180 3.472
N -6.386 3.321 3.305
O -6.885 4.646 3.013
H -5.792 2.253 0.064
H -5.888 3.989 0.591
H -4.582 2.998 1.143
H -8.298 3.290 1.231
H -8.024 1.597 0.940
H -8.507 2.184 2.585
H -6.720 0.516 3.038
H -5.824 0.575 1.517
H -4.176 0.175 3.488
H -3.890 1.548 2.564
H -3.885 1.980 5.034
H -5.612 1.620 5.106
H -6.391 3.745 5.864
H -5.678 5.222 5.303
H -4.678 4.030 6.139
H -3.674 3.810 2.493
H -3.130 4.088 4.169
H -4.186 5.234 3.292
H -7.701 4.660 3.522
C -2.152 -2.850 -4.925
C -2.817 -2.592 -3.565
C -2.527 -1.125 -3.214
C -4.352 -2.673 -3.653
C -4.887 -4.107 -3.681
C -4.392 -4.914 -2.496
C -2.874 -4.826 -2.332
C -2.519 -5.249 -0.921
C -2.158 -5.755 -3.328
N -2.438 -3.434 -2.449
O -1.109 -3.235 -2.036
H -1.095 -2.577 -4.940
H -2.163 -3.919 -5.163
H -2.713 -2.351 -5.712
H -2.739 -0.773 -2.205
H -1.461 -0.962 -3.378
H -3.093 -0.474 -3.886
H -4.790 -2.180 -2.786
H -4.638 -2.220 -4.604
H -5.977 -4.026 -3.687
H -4.632 -4.630 -4.608
H -4.627 -5.966 -2.683
H -4.908 -4.653 -1.569
H -1.477 -5.473 -0.698
H -3.136 -6.096 -0.599
H -2.824 -4.480 -0.199
H -2.703 -5.937 -4.251
H -1.941 -6.725 -2.870
H -1.151 -5.378 -3.544
H -0.559 -3.544 -2.776
C 0.450 0.197 -1.648
C 0.233 1.452 -0.812
C 1.004 2.628 -1.429
C -1.265 1.712 -0.780
C -1.789 2.662 0.272
C -1.326 2.190 1.638
C 0.178 1.895 1.742
C 0.934 3.224 1.890
C 0.372 1.067 2.990
N 0.603 1.153 0.573
O 1.934 0.690 0.678
H 0.020 0.426 -2.628
H 1.501 0.024 -1.936
H 0.186 -0.744 -1.169
H 2.061 2.506 -1.179
H 0.883 2.598 -2.512
H 0.685 3.594 -1.038
H -1.643 1.989 -1.776
H -1.764 0.731 -0.727
H -1.475 3.687 0.037
H -2.880 2.661 0.259
H -1.788 1.199 1.778
H -1.698 2.799 2.461
H 0.545 4.030 1.258
H 1.986 3.158 1.594
H 0.918 3.575 2.925
H -0.089 1.554 3.853
H 1.430 0.935 3.231
H -0.075 0.076 2.905
H 1.837 -0.258 0.829
C 6.918 2.413 5.186
C 6.936 1.140 4.297
C 8.075 0.236 4.708
C 5.636 0.378 4.557
C 4.429 1.171 4.088
C 4.580 1.494 2.603
C 5.941 1.991 2.087
C 6.127 1.435 0.677
C 5.910 3.530 1.990
N 7.046 1.505 2.906
O 8.313 1.976 2.545
H 7.908 2.882 5.102
H 6.189 3.143 4.847
H 6.746 2.211 6.245
H 9.056 0.712 4.596
H 8.020 -0.109 5.739
H 8.142 -0.622 4.032
H 5.645 -0.532 3.939
H 5.535 0.021 5.581
H 3.523 0.565 4.169
H 4.257 2.074 4.672
H 3.846 2.293 2.423
H 4.131 0.759 1.930
H 5.410 1.821 -0.052
H 6.085 0.351 0.743
H 7.100 1.730 0.272
H 6.912 3.856 1.684
H 5.673 4.100 2.890
H 5.196 3.853 1.232
H 8.330 2.918 2.781
N -0.630 -4.023 1.547
C -1.217 -2.786 1.779
N -1.653 -2.129 0.652
O -1.398 -2.354 2.919
H -0.706 -4.397 0.617
H -0.467 -4.580 2.363
H -1.620 -2.515 -0.274
H -1.814 -1.150 0.814
C -3.811 4.746 -4.171
C -3.627 3.441 -3.407
O -4.438 3.430 -2.256
H -3.395 5.619 -3.667
H -4.829 4.882 -4.533
H -3.235 4.715 -5.112
H -2.554 3.240 -3.316
H -3.998 2.623 -4.029
H -4.066 4.010 -1.583

Values from the calculation:
HOMO energy, eV: -7.882
HOMO-LUMO gap, eV: 8.26
Total charge: 0
Multiplicity: 1